95
Properties=species:S:1:pos:R:3 method="wB97M-V/def2-TZVPD" e_homo_ev=-8.03 fmax_ha_per_bohr=0.03792 e_lumo_ev=-1.002 e_above_lowest_kj_mol=0.0 gap_ha=0.258 charge=0
N 2.97 -5.61 -0.02
C 1.81 -4.80 0.41
N 0.61 -5.54 0.03
N 1.96 -4.60 1.87
C 1.98 -3.44 -0.31
C 0.77 -2.50 -0.32
C -0.23 -2.61 0.60
C -1.34 -1.79 0.57
C -1.42 -0.86 -0.42
C -0.40 -0.71 -1.35
C 0.72 -1.52 -1.32
C 1.83 -1.35 -2.33
C 3.10 -0.67 -1.67
C 2.90 -0.07 -0.30
F 3.21 -0.79 0.83
C 2.50 1.23 -0.05
F 1.28 1.68 -0.11
F 3.39 2.13 0.34
C -0.63 0.37 -2.39
O 0.25 1.08 -2.83
C -2.07 0.53 -2.80
C -3.06 0.36 -1.93
C -4.51 0.49 -2.38
C -5.57 0.21 -1.28
C -5.54 -1.24 -0.79
Br -7.29 -1.89 -0.23
C -2.64 0.03 -0.52
O -3.21 0.46 0.47
H 2.64 -6.40 -0.56
H 3.40 -6.02 0.80
H 0.04 -5.02 -0.64
H 0.00 -5.71 0.82
H 1.11 -4.83 2.38
H 2.09 -3.61 2.03
H 2.19 -3.68 -1.35
H 2.89 -2.97 0.08
H -0.21 -3.36 1.38
H -2.16 -1.85 1.27
H 2.09 -2.34 -2.70
H 1.49 -0.72 -3.15
H 3.49 0.13 -2.29
H 3.87 -1.45 -1.61
H -2.24 0.77 -3.85
H -4.67 -0.29 -3.14
H -4.71 1.44 -2.88
H -5.43 0.95 -0.49
H -6.55 0.39 -1.72
H -4.91 -1.28 0.11
H -5.08 -1.94 -1.49
C 9.73 5.47 -2.73
O 8.58 4.90 -3.31
C 8.91 3.91 -4.28
C 7.68 3.09 -4.63
O 7.42 2.05 -3.69
C 6.84 2.46 -2.46
C 5.37 2.79 -2.57
O 5.19 4.11 -3.05
C 3.85 4.35 -3.43
H 10.36 5.93 -3.50
H 9.41 6.23 -2.03
H 10.31 4.71 -2.19
H 9.69 3.25 -3.90
H 9.26 4.42 -5.18
H 7.88 2.57 -5.57
H 6.80 3.72 -4.78
H 7.40 3.28 -2.01
H 6.94 1.59 -1.80
H 4.91 2.73 -1.57
H 4.88 2.07 -3.24
H 3.57 3.69 -4.26
H 3.78 5.38 -3.77
H 3.17 4.20 -2.59
C -3.05 0.34 4.61
O -4.46 0.41 4.68
C -5.04 0.64 3.41
C -6.53 0.36 3.45
O -6.85 -1.01 3.32
C -6.63 -1.82 4.46
C -7.69 -1.64 5.54
O -7.40 -0.49 6.32
C -8.49 -0.13 7.14
H -2.64 1.28 4.21
H -2.67 0.19 5.62
H -2.74 -0.50 3.98
H -4.57 0.00 2.66
H -4.88 1.70 3.15
H -6.98 0.85 2.58
H -7.00 0.79 4.34
H -5.63 -1.68 4.86
H -6.70 -2.85 4.10
H -7.69 -2.52 6.20
H -8.67 -1.54 5.07
H -9.36 0.15 6.52
H -8.20 0.73 7.73
H -8.77 -0.95 7.81